No. 1
{
  "formula": "C11H14N2O3",
  "method": "ωB97M-V/def2-TZVPD",
  "total_energy_ha": -762.6376,
  "orbital_gap_ev": 9.28,
  "fmax_ev_per_a": 6.5,
  "e_above_lowest_kj_mol": 577.0,
  "elements": ["N", "C", "C", "C", "C", "C", "C", "C", "C", "C", "O", "N", "C", "C", "O", "O", "H", "H", "H", "H", "H", "H", "H", "H", "H", "H", "H", "H", "H", "H"],
  "positions_angstrom": [[-0.64001, 2.54028, -0.72168], [-0.04209, 1.81876, 0.37040], [-1.17477, 1.31141, 1.33851], [-2.11377, 0.22807, 0.95670], [-1.64704, -1.09728, 0.90018], [-2.45484, -2.05398, 0.30540], [-3.32674, -1.68960, -0.77343], [-3.81312, -0.49526, -0.86846], [-3.17549, 0.45955, 0.00173], [0.70223, 0.56679, -0.23901], [0.60250, 0.13229, -1.35640], [1.66032, 0.25877, 0.75761], [2.34289, -1.02790, 0.61064], [3.62046, -0.64872, -0.05401], [4.70281, -0.79297, 0.30463], [3.42578, -0.15114, -1.20419], [-1.34176, 2.02552, -1.28296], [-0.03166, 2.94692, -1.42154], [0.82056, 2.40708, 0.82360], [-1.09950, 0.86412, 2.44131], [-1.82786, 2.24920, 1.54291], [-0.90180, -1.44915, 1.53745], [-2.21311, -3.08908, 0.21710], [-4.01660, -2.37148, -1.16184], [-4.64433, -0.30814, -1.42559], [-3.49470, 1.59158, -0.13453], [1.88038, 1.25836, 1.50026], [2.39504, -1.55753, 1.54322], [1.53451, -1.56524, -0.18256], [2.44352, -0.33211, -1.49245]],
  "forces_ev_per_a": [[-1.44, 0.88, -0.52], [0.02, -1.85, -1.75], [-2.21, 1.86, 4.05], [-0.75, -0.65, -5.93], [-2.71, -0.60, 0.77], [0.80, 0.38, -3.33], [0.41, -3.76, 3.14], [2.39, 5.04, 3.27], [-0.55, 3.23, -0.12], [1.66, 2.88, 3.84], [-0.06, -1.00, -0.08], [-1.27, 2.80, 1.03], [-2.69, 0.15, -1.18], [-2.65, -1.90, -0.17], [5.14, -0.77, 3.22], [-3.46, 1.19, -4.83], [0.63, 0.02, 1.01], [0.48, -0.16, 0.52], [-1.73, -0.23, -0.24], [1.84, 1.65, -1.85], [1.09, -1.30, -0.40], [1.51, -0.29, 0.99], [0.48, -0.67, 0.89], [-0.04, -2.03, -1.07], [-1.91, 1.05, -1.64], [0.56, -2.34, 0.50], [-0.55, -5.02, -2.86], [0.27, -0.31, 0.24], [2.58, 0.82, 2.16], [2.16, 0.92, 0.36]]
}

=====

No. 2
{
  "formula": "C4H6N2O",
  "method": "ωB97M-V/def2-TZVPD",
  "total_energy_ha": -340.6878,
  "orbital_gap_ev": 8.39,
  "fmax_ev_per_a": 1.0,
  "e_above_lowest_kj_mol": 281.2,
  "elements": ["C", "C", "N", "C", "C", "O", "N", "H", "H", "H", "H", "H", "H"],
  "positions_angstrom": [[2.59821, -0.41444, -0.30221], [1.23374, -0.99090, -0.31540], [0.16782, -0.56569, -0.67746], [-1.05208, -0.14559, -0.72381], [-1.60575, 0.41371, 0.50752], [-2.91901, 0.78624, 0.44636], [-0.90343, 0.53980, 1.56150], [3.27531, -1.09460, -0.82420], [2.92512, -0.36958, 0.74067], [2.65436, 0.58653, -0.74490], [-1.60994, -0.23108, -1.65028], [-3.28642, 0.53896, -0.41336], [-1.48780, 0.91262, 2.31098]],
  "forces_ev_per_a": [[0.06, 0.00, -0.01], [-0.88, 0.41, -0.38], [0.90, -0.38, 0.30], [0.02, 0.05, 0.01], [0.28, -0.05, 0.17], [0.00, -0.08, -0.14], [-0.49, 0.07, -0.24], [-0.04, 0.10, 0.09], [-0.03, -0.02, -0.14], [-0.05, -0.14, 0.05], [0.08, 0.00, 0.14], [0.03, 0.07, 0.18], [0.12, -0.03, -0.05]]
}

=====

No. 3
{
  "formula": "C19H32NO4P2Ti",
  "method": "ωB97M-V/def2-TZVPD",
  "total_energy_ha": -2630.8034,
  "total_charge": 1,
  "orbital_gap_ev": 7.14,
  "fmax_ev_per_a": 4.9,
  "e_above_lowest_kj_mol": 69.4,
  "elements": ["C", "C", "N", "C", "C", "C", "C", "P", "Ti", "P", "C", "C", "C", "C", "C", "C", "C", "O", "O", "H", "H", "H", "C", "C", "H", "H", "H", "H", "C", "C", "H", "H", "H", "H", "H", "H", "H", "H", "H", "H", "H", "H", "H", "H", "H", "H", "H", "H", "H", "H", "H", "H", "C", "O", "C", "O", "H", "H", "H"],
  "positions_angstrom": [[-0.68358, 3.80344, -1.62426], [-0.70048, 2.43954, -1.29436], [0.15392, 1.94684, -0.34896], [1.03332, 2.77434, 0.28674], [1.10292, 4.13504, -0.03736], [0.23182, 4.65804, -1.00126], [-1.61098, 1.46014, -1.99006], [-1.87208, -0.06276, -0.94986], [0.17892, -0.17316, 0.06804], [2.14672, 0.33164, 1.09274], [1.87232, 2.16214, 1.38544], [0.20122, -2.21256, 0.37824], [-0.81488, -2.87356, 1.11474], [-0.83438, -4.26726, 1.28084], [0.17732, -5.06546, 0.72534], [1.20672, -4.44226, 0.00484], [1.21312, -3.04726, -0.16456], [-0.54958, 0.04324, -4.63496], [0.65762, -1.97616, -3.25586], [-1.37808, 4.17844, -2.38156], [1.82302, 4.77674, 0.47854], [0.26492, 5.72094, -1.26096], [-3.33298, 0.32074, 0.10554], [-2.49188, -1.34346, -2.10746], [2.80302, 2.73304, 1.54904], [1.28322, 2.19704, 2.32324], [-1.11588, 1.06744, -2.91236], [-2.55068, 1.94694, -2.30656], [2.57072, -0.33466, 2.75184], [3.73532, 0.24154, 0.16294], [-1.60648, -2.27286, 1.57854], [-1.64458, -4.73296, 1.85564], [0.16572, -6.15326, 0.85554], [2.01192, -5.04506, -0.43356], [2.02442, -2.59246, -0.74676], [0.79182, -1.37936, -2.45906], [0.38112, -2.81646, -2.84676], [-0.18338, -0.79526, -4.24326], [0.25982, 0.53094, -4.87036], [0.97922, -0.39336, -1.41896], [-4.22988, 0.54544, -0.49866], [-3.53268, -0.54636, 0.75714], [-3.08058, 1.18084, 0.74644], [-3.37758, -1.00146, -2.66906], [-1.67268, -1.59386, -2.79736], [-2.74248, -2.23816, -1.51286], [4.57482, 0.69654, 0.71794], [3.95782, -0.81986, -0.03926], [3.59592, 0.75164, -0.80406], [3.46232, 0.14914, 3.18734], [1.69702, -0.19996, 3.40914], [2.75162, -1.41706, 2.64114], [-1.61288, 1.88524, 3.49514], [-1.18098, 1.46804, 2.25444], [-0.70148, 0.22444, 2.00254], [-0.61858, -0.59326, 2.90724], [-0.77988, 1.82284, 4.22904], [-2.46228, 1.25694, 3.83764], [-1.94798, 2.94004, 3.42764]],
  "forces_ev_per_a": [[0.08, -0.18, 0.11], [0.55, 0.50, 0.35], [0.02, 1.26, -0.47], [-0.42, 0.33, -0.48], [-0.11, -0.28, 0.04], [-0.05, -0.49, 0.09], [0.08, -0.23, -0.19], [-4.02, 0.88, -1.93], [-0.42, -3.19, 0.35], [4.01, 1.72, 2.21], [-0.03, -0.09, 0.19], [0.10, -0.86, -0.09], [-0.11, -0.28, -0.03], [0.00, 0.19, -0.05], [0.02, 0.55, -0.05], [0.05, 0.15, -0.01], [-0.07, -0.27, -0.02], [0.85, -0.27, 0.37], [-0.06, -0.04, 1.13], [0.28, -0.15, 0.31], [-0.29, -0.27, -0.21], [-0.01, -0.45, 0.11], [0.09, 0.07, 0.14], [0.29, -0.10, 0.08], [-0.33, -0.33, -0.10], [0.24, 0.09, -0.35], [-0.24, 0.28, 0.36], [0.33, -0.28, 0.20], [-0.23, -0.09, 0.01], [-0.19, -0.09, -0.26], [0.31, -0.43, -0.14], [0.37, 0.22, -0.26], [0.01, 0.49, -0.06], [-0.36, 0.28, 0.21], [-0.26, -0.26, 0.18], [0.00, -0.63, -0.91], [0.19, 0.30, -0.37], [-0.32, 0.58, -0.47], [-0.50, -0.22, -0.08], [0.44, 0.43, -0.55], [0.46, -0.15, 0.17], [0.04, 0.31, -0.24], [-0.15, -0.32, -0.26], [0.40, -0.04, 0.29], [-0.42, 0.05, 0.17], [0.07, 0.33, -0.23], [-0.48, -0.18, -0.15], [-0.05, 0.41, 0.08], [0.13, -0.19, 0.34], [-0.37, -0.13, -0.34], [0.38, -0.12, -0.22], [-0.06, 0.40, 0.07], [-0.59, 0.13, 2.20], [0.32, 0.44, -2.28], [0.13, -0.09, 1.82], [-0.24, 0.64, -0.40], [-0.60, -0.04, -0.22], [0.53, 0.37, 0.04], [0.24, -0.67, -0.15]]
}